No. 1
169
Properties=species:S:1:pos:R:3:forces:R:3 method="wB97M-V/def2-TZVPD" orbital_gap_ev=6.7 e_lumo_ev=-5.1 total_charge=+2
Tl 1.01038 -0.08474 0.43676 1.0 0.3 0.2
O -0.17092 -2.65814 1.94716 0.1 -0.5 0.5
S -1.24642 -1.67944 1.58796 -0.9 -0.9 1.2
C -1.79712 -1.03464 3.18196 0.2 0.5 -0.4
C -2.15782 -1.90704 4.18946 0.0 -0.2 0.1
C -2.59962 -1.40404 5.39866 0.0 -0.1 -0.2
C -2.72862 -0.03404 5.55846 0.0 0.3 0.0
C -2.35962 0.83426 4.54506 -0.1 -0.1 0.0
C -1.83482 0.34556 3.35176 0.1 -0.1 -0.4
P -1.06932 1.38146 2.03176 0.2 0.6 0.9
C -2.12962 2.86626 1.89456 0.1 -0.3 -0.3
C -2.77572 3.06756 0.68166 0.1 0.1 0.0
C -3.53632 4.20616 0.48476 0.0 0.2 -0.1
C -3.65152 5.15276 1.48856 0.0 0.0 -0.1
C -2.97872 4.97166 2.68686 0.0 0.0 0.1
C -2.21672 3.83616 2.89206 0.0 0.0 0.0
C 0.28548 2.21006 2.97596 0.0 -0.2 -0.1
C 1.12058 3.02216 2.20586 0.0 -0.1 0.0
C 2.08428 3.81196 2.80636 0.0 0.1 -0.1
C 2.23168 3.79886 4.18436 0.0 0.0 0.0
C 1.42968 2.97216 4.94856 0.0 0.1 0.1
C 0.47438 2.16756 4.35086 -0.1 0.0 -0.1
C -2.69782 -2.69524 1.26936 -0.1 0.5 -0.5
C -2.77142 -4.02444 1.64026 0.3 -0.2 0.2
C -3.89462 -4.76024 1.30126 0.1 0.1 0.1
C -4.91882 -4.15924 0.58376 -0.1 0.1 -0.1
C -4.83322 -2.82754 0.21436 0.0 -0.1 0.1
C -3.71592 -2.07504 0.55876 0.3 0.1 0.0
P -3.47612 -0.29744 0.11126 -1.0 -0.4 -0.3
C -4.76292 0.43986 1.18406 0.2 0.1 -0.1
C -5.43522 1.58846 0.76976 -0.1 -0.1 0.1
C -6.27262 2.26116 1.64116 0.0 0.1 0.0
C -6.41852 1.82196 2.94706 -0.1 0.0 0.0
C -5.76052 0.67726 3.36226 0.0 0.1 0.1
C -4.93822 -0.00964 2.48876 -0.1 -0.1 -0.1
C -4.31902 -0.39114 -1.52114 0.2 0.3 0.0
C -5.69722 -0.31034 -1.70854 0.0 0.1 0.0
C -6.23712 -0.46424 -2.97454 -0.1 0.0 0.0
C -5.41322 -0.71724 -4.06094 0.0 -0.1 0.0
C -4.04362 -0.81544 -3.87744 -0.1 -0.1 -0.1
C -3.49852 -0.63904 -2.61814 0.0 0.1 0.1
H -2.08592 -2.96914 4.01926 0.0 -0.2 0.1
H -2.86792 -2.08014 6.19366 -0.1 -0.1 0.1
H -3.11162 0.36476 6.48336 -0.1 0.1 0.1
H -2.48012 1.89716 4.67346 0.0 0.1 0.1
H -2.65122 2.33846 -0.10874 0.0 0.0 -0.1
H -4.04372 4.35826 -0.45484 -0.1 0.0 -0.2
H -4.25732 6.03436 1.33756 0.0 0.1 0.0
H -3.03982 5.72666 3.45766 0.0 0.0 0.1
H -1.66802 3.72976 3.81746 0.0 0.0 0.0
H 0.99898 3.03426 1.12936 0.0 0.1 -0.1
H 2.71588 4.45256 2.20676 0.0 0.0 -0.1
H 2.97628 4.42426 4.65296 0.0 0.1 0.1
H 1.54318 2.95686 6.02016 0.0 0.0 0.2
H -0.11362 1.49916 4.95956 0.0 0.0 0.1
H -1.95122 -4.46574 2.19056 0.0 -0.1 0.0
H -3.97322 -5.79414 1.60476 0.0 -0.1 0.0
H -5.79272 -4.73094 0.30966 -0.1 -0.1 0.0
H -5.63252 -2.36814 -0.34714 -0.1 0.0 0.0
H -5.30972 1.95356 -0.24044 0.0 0.0 0.0
H -6.80182 3.14376 1.31096 0.0 0.1 0.0
H -7.05242 2.36316 3.63366 -0.1 0.0 0.0
H -5.87972 0.32116 4.37386 0.0 -0.1 0.1
H -4.43312 -0.90164 2.82996 0.0 -0.1 0.0
H -6.35552 -0.12914 -0.86924 0.0 0.0 0.0
H -7.30792 -0.40234 -3.11174 0.0 0.0 0.0
H -5.84102 -0.85504 -5.04334 0.0 0.0 -0.1
H -3.40442 -1.04534 -4.71894 0.1 0.0 0.0
H -2.43072 -0.71244 -2.47764 0.1 0.0 0.0
C 4.22078 -1.68304 -5.29574 -0.2 0.3 0.2
C 3.09718 -0.67934 -5.08074 0.2 -0.2 -0.8
C 1.84818 -1.07404 -5.85464 0.2 0.1 0.2
O 2.81848 -0.64654 -3.66764 -0.3 0.4 0.5
P 2.37808 0.67536 -2.90394 0.1 -0.3 -1.2
O 2.55338 0.44296 -1.45754 -0.2 0.0 0.5
C 0.72148 1.10946 -3.51414 0.3 0.1 0.9
P -0.15572 2.22376 -2.37584 -0.2 0.6 -1.0
O -0.10452 1.83846 -0.95584 0.1 -0.2 0.2
O -1.66502 2.28046 -2.88394 0.5 -0.2 0.4
C -2.02532 2.86046 -4.15874 -0.4 0.4 -0.7
C -3.33772 3.61636 -3.98114 0.4 -0.1 0.1
C -2.16602 1.80846 -5.25244 0.1 0.1 0.3
O 0.49968 3.63066 -2.74194 -0.1 -0.8 0.0
C -0.14492 4.85416 -2.31204 -0.2 0.8 0.2
C 0.37338 5.99386 -3.17944 -0.1 -0.4 0.1
C 0.08708 5.09316 -0.83094 -0.1 -0.2 -0.3
O 3.25688 1.86726 -3.45864 -0.7 -0.4 0.0
C 4.37538 2.30106 -2.66034 0.8 0.5 0.4
C 5.51408 1.30236 -2.80484 -0.3 0.2 0.0
C 4.70548 3.70166 -3.14024 -0.2 -0.3 0.1
H 4.52958 -1.67664 -6.33704 0.0 0.0 -0.1
H 3.88418 -2.68254 -5.03264 0.0 -0.1 0.0
H 5.07818 -1.43134 -4.67854 0.1 0.0 0.1
H 3.42478 0.31976 -5.38714 0.0 -0.1 0.0
H 1.40268 -1.96204 -5.41424 -0.1 -0.1 0.1
H 2.10288 -1.29064 -6.88764 0.0 0.0 -0.1
H 1.11698 -0.27324 -5.84594 -0.2 0.1 -0.1
H 0.13298 0.19456 -3.57094 0.0 -0.1 0.0
H 0.81668 1.57326 -4.49384 0.0 0.1 0.0
H -1.23082 3.55846 -4.44804 -0.1 0.0 0.1
H -4.13112 2.93346 -3.68674 -0.1 -0.1 0.0
H -3.61122 4.08826 -4.92134 0.0 0.0 -0.1
H -3.24862 4.38846 -3.22154 0.0 0.1 0.1
H -3.01202 1.15716 -5.05414 0.0 0.0 0.0
H -1.27182 1.19966 -5.34214 0.1 -0.1 -0.1
H -2.33132 2.31326 -6.20164 0.0 0.0 -0.1
H -1.22072 4.73666 -2.47594 0.1 0.0 0.0
H 1.41698 6.20106 -2.96304 0.2 0.0 0.0
H -0.20622 6.88896 -2.97324 0.0 0.1 0.0
H 0.27608 5.76006 -4.23704 0.0 0.0 -0.1
H 1.15118 5.10216 -0.61774 0.2 0.0 0.1
H -0.33762 6.05226 -0.55384 -0.1 0.1 0.1
H -0.39062 4.31006 -0.24804 0.0 0.0 0.2
H 4.04058 2.33066 -1.61634 0.1 0.0 -0.2
H 5.88058 1.28736 -3.82764 0.1 0.0 -0.2
H 5.14978 0.30986 -2.54954 0.1 -0.2 0.1
H 6.33588 1.55246 -2.14184 0.1 0.1 0.1
H 4.99668 3.67386 -4.18704 0.1 0.0 -0.1
H 5.51438 4.13336 -2.55744 0.1 0.0 0.1
H 3.81598 4.32026 -3.04324 0.0 0.2 0.0
N -0.31482 -2.00134 -2.14154 -0.1 0.0 -0.2
C -0.04832 -1.26784 -1.28714 0.2 0.4 0.3
C 1.61028 -1.03004 6.69766 0.0 0.1 0.0
C 2.56548 -0.03564 6.55786 0.0 0.0 0.1
C 3.03498 0.30626 5.30356 0.2 0.0 -0.3
C 2.55478 -0.33804 4.16026 0.2 0.1 -0.5
C 1.58558 -1.33294 4.31786 0.2 0.1 -0.3
C 1.12158 -1.67594 5.57516 -0.1 -0.1 0.0
Si 3.29138 0.08816 2.47226 -0.7 -0.9 0.0
C 4.52118 -1.22034 1.86586 -0.5 0.4 -0.1
C 4.83978 -1.33694 0.50936 -0.1 0.1 0.1
C 5.73008 -2.30224 0.07166 0.1 0.0 -0.1
C 6.30728 -3.18284 0.97416 0.0 0.1 0.0
C 6.01488 -3.06654 2.32376 0.2 -0.1 0.0
C 5.13748 -2.09374 2.76806 -0.3 0.2 0.0
H 1.25028 -1.29914 7.67866 0.0 0.0 0.1
H 2.94288 0.47236 7.43156 0.1 0.1 0.1
H 3.77968 1.08116 5.20606 0.1 0.2 0.1
H 1.18548 -1.83664 3.44976 -0.1 -0.1 -0.1
H 0.37478 -2.45004 5.67626 0.0 0.0 0.0
H 3.75838 1.46826 2.29746 -0.1 0.0 -0.1
H 4.37318 -0.67644 -0.20754 -0.1 0.1 -0.2
H 5.98338 -2.37324 -0.97764 0.0 0.0 -0.1
H 6.98588 -3.95114 0.62796 0.1 0.0 0.0
H 6.47338 -3.73954 3.03056 0.1 -0.1 0.1
H 4.92578 -2.01654 3.82296 -0.1 0.0 0.2
C 1.76718 -6.37694 0.49616 0.1 -0.4 0.3
N 0.88818 -5.76424 -0.58564 0.0 -0.4 -0.1
C 1.73158 -5.60514 -1.84484 0.1 -0.2 -0.6
N 2.90628 -4.86984 -1.58524 0.3 -0.2 -0.3
C 3.68888 -5.48344 -0.52834 0.1 -0.2 -0.1
N 2.92458 -5.59784 0.70256 0.2 -0.3 0.1
C 2.65038 -4.31644 1.32376 -0.1 0.6 0.2
P 1.65218 -3.15614 0.24156 0.7 -1.0 -0.7
C 0.34298 -4.46374 -0.14774 -0.3 1.1 0.4
C 2.64258 -3.46874 -1.32304 -0.2 0.6 0.3
H 2.05018 -7.37974 0.15986 -0.2 0.1 -0.1
H 1.17838 -6.44304 1.41696 0.0 0.0 -0.2
H 0.11098 -6.39874 -0.78644 0.1 0.0 0.0
H 1.11608 -5.08814 -2.58654 0.0 -0.1 0.1
H 1.98898 -6.60984 -2.19274 -0.2 0.0 0.1
H 4.58008 -4.88404 -0.34784 -0.1 0.0 0.0
H 3.99268 -6.48404 -0.84594 0.0 0.0 0.0
H 3.59858 -3.84304 1.57596 0.0 0.0 0.0
H 2.11118 -4.48184 2.25966 0.0 0.1 0.0
H -0.31492 -4.06684 -0.92674 0.1 -0.1 0.0
H -0.23722 -4.61284 0.76446 0.1 -0.1 -0.2
H 3.59238 -2.94204 -1.22854 -0.1 0.0 -0.1
H 2.10008 -3.02634 -2.16364 0.1 0.0 0.1

No. 2
51
Properties=species:S:1:pos:R:3:forces:R:3 method="wB97M-V/def2-TZVPD" spin_multiplicity=3 e_above_lowest_kj_mol=86.0 orbital_gap_ev="4.9 / 5.9" e_lumo_ev="-9.5 / -8.5" total_charge=+2
V -1.20228 -1.15918 1.11224 3.6 3.6 -1.1
F -0.86085 0.11695 -0.28974 -1.0 -1.5 1.6
C 1.29585 1.51959 1.75142 0.6 0.8 -1.1
C 1.75590 0.08621 1.84248 -1.0 -0.3 -0.2
C 2.96458 -0.15227 2.74504 -0.2 1.0 -0.5
O 3.25524 -1.49648 2.91942 -0.2 -0.4 0.5
C 3.69748 -2.18024 1.77822 0.8 -0.1 -1.0
N 0.60713 -0.74022 2.40432 -0.6 -0.2 0.6
H 1.97695 2.04001 1.06711 0.2 0.1 0.3
H 1.26776 2.10443 2.67010 0.0 -0.3 0.2
H 0.35838 1.62695 1.20253 -0.2 -0.3 0.3
H 1.93644 -0.28371 0.83374 0.0 -0.1 0.1
H 2.71805 0.29073 3.71297 0.3 -0.2 0.2
H 3.81520 0.39522 2.32288 0.0 0.0 0.0
H 2.88872 -2.42187 1.07901 -0.2 -0.2 0.3
H 4.23976 -3.06794 2.09387 -0.3 -0.2 0.1
H 4.42160 -1.62936 1.15708 -0.1 0.4 0.4
H 0.33591 -0.21582 3.24112 -0.4 0.0 -0.2
H 1.04571 -1.56605 2.83955 -0.1 -0.2 -0.6
C 1.29933 1.87654 -3.13662 0.9 1.4 0.6
O 2.30869 1.98353 -3.80139 -0.4 -0.3 0.0
N 0.16321 2.61045 -3.38728 -0.1 -0.5 0.0
N 1.32603 1.20878 -1.91668 -0.8 -0.6 -0.1
H -0.73552 2.37820 -3.00434 0.0 0.0 0.1
H 0.17838 3.20559 -4.19706 0.0 -0.2 -0.2
H 0.50281 1.02496 -1.36537 0.2 0.5 0.0
H 2.21551 1.02188 -1.49583 0.2 0.0 -0.3
C -3.96957 -0.20520 -2.78366 0.6 -1.8 0.3
O -4.61856 -0.07270 -1.75738 0.0 0.7 -0.1
N -2.58257 -0.13119 -2.75526 -0.4 0.2 -0.7
N -4.50475 -0.69909 -3.94531 0.0 0.6 1.0
H -2.06105 -0.57312 -3.49124 0.1 0.2 0.0
H -2.14068 0.13241 -1.89807 0.0 0.0 0.1
H -4.01302 -0.74749 -4.81770 -0.1 0.2 -0.1
H -5.50998 -0.71945 -3.90737 0.0 -0.1 -0.5
C -2.58128 1.46231 2.57098 -1.3 1.0 0.6
O -2.11317 0.35671 2.17492 0.6 -1.9 -0.6
N -2.05540 2.07019 3.66041 0.2 -0.9 -0.9
N -3.68743 2.00975 2.03560 0.9 0.4 -0.4
H -2.38409 2.95676 4.00417 -0.1 -0.1 0.1
H -1.56214 1.44759 4.27679 0.2 0.3 0.2
H -4.04448 1.72744 1.13195 0.2 -0.4 0.0
H -3.84433 2.99012 2.22825 -0.3 -0.1 0.2
C 0.82015 -2.44969 -0.95302 0.5 -0.5 -1.1
O 0.37648 -2.09727 0.19677 -1.7 -0.4 1.0
N 1.63623 -3.49722 -1.04643 0.1 -0.2 0.0
N 0.51059 -1.77047 -2.04979 -1.1 0.5 0.7
H 1.91888 -4.04428 -0.25044 -0.2 0.2 0.2
H 1.89728 -3.88250 -1.94053 0.0 0.2 -0.1
H -0.14526 -1.02295 -1.87843 0.2 0.1 -0.2
H 0.88215 -1.81750 -2.98401 0.4 -0.4 0.2